No. 1
{
  "formula": "AlH10O5",
  "method": "wB97M-V/def2-TZVPD",
  "homo_ev": -20.42,
  "total_charge": 3,
  "de_lowest_kj_mol": 825.8,
  "homo_lumo_gap_ha": 0.0579,
  "molar_mass_da": 117.06,
  "lumo_energy_ev": -18.8,
  "symbols": ["Al", "O", "H", "H", "O", "H", "H", "O", "H", "H", "O", "H", "H", "O", "H", "H"],
  "positions_angstrom": [[0.34693, 0.51085, -0.02445], [-4.27413, 1.87966, -1.94651], [-4.92873, 1.19983, -2.10640], [-4.77014, 2.69822, -1.95961], [1.32934, -4.45485, 0.78774], [2.18654, -4.86930, 0.68943], [0.86535, -5.00909, 1.41526], [-1.21880, 5.45055, -0.30869], [-1.67250, 5.97525, 0.35092], [-1.37914, 5.91019, -1.13287], [0.39290, -1.51505, 4.78743], [-0.12398, -1.92763, 5.47942], [1.30086, -1.71733, 5.01308], [3.68775, -1.24921, -3.45860], [4.60445, -1.36580, -3.20900], [3.65330, -1.51629, -4.37714]],
  "atomic_forces_ev_per_a": [[0.022, 0.059, -0.012], [0.891, -0.083, 0.228], [-0.598, -0.769, -0.222], [-0.426, 0.860, -0.047], [-0.245, 0.827, -0.266], [0.852, -0.391, -0.222], [-0.589, -0.554, 0.519], [0.333, -0.842, 0.067], [-0.353, 0.515, 0.803], [-0.007, 0.458, -0.879], [-0.188, 0.358, -0.821], [-0.693, -0.321, 0.698], [0.909, -0.083, 0.239], [-0.661, 0.255, 0.583], [0.923, -0.056, 0.310], [-0.171, -0.233, -0.980]],
  "lowdin_charge": [0.993, 0.198, 0.104, 0.102, 0.188, 0.101, 0.100, 0.201, 0.104, 0.102, 0.196, 0.106, 0.099, 0.199, 0.102, 0.105]
}

No. 2
{
  "formula": "AlH10O5",
  "method": "wB97M-V/def2-TZVPD",
  "homo_ev": -24.45,
  "total_charge": 3,
  "de_lowest_kj_mol": 689.2,
  "homo_lumo_gap_ha": 0.1735,
  "molar_mass_da": 117.06,
  "lumo_energy_ev": -19.7,
  "symbols": ["Al", "O", "H", "H", "O", "H", "H", "O", "H", "H", "O", "H", "H", "O", "H", "H"],
  "positions_angstrom": [[28.38218, -13.82180, 21.10012], [28.02321, -16.12496, 19.50233], [27.93445, -17.04841, 19.79724], [28.37231, -16.18550, 18.59070], [27.35734, -13.25708, 23.62459], [27.81894, -13.17986, 24.48059], [26.42109, -13.07145, 23.82063], [26.32902, -13.37682, 19.07659], [26.01552, -12.78523, 18.36159], [25.85045, -14.21262, 18.94393], [28.71403, -16.41955, 22.40352], [29.30387, -17.14455, 22.11246], [28.70348, -16.48681, 23.37941], [26.15253, -15.60611, 21.70526], [25.96999, -15.81995, 22.63875], [25.83840, -16.38187, 21.20566]],
  "atomic_forces_ev_per_a": [[-2.488, -2.459, 0.533], [-0.109, 0.967, 0.088], [0.268, 0.042, 0.153], [0.123, 0.086, 0.053], [0.306, -0.790, -0.963], [0.377, 0.247, -0.220], [-0.023, 0.303, -0.359], [0.138, -0.371, 1.197], [0.623, 0.256, -0.029], [0.165, -0.021, -0.074], [-0.120, 0.756, -0.326], [0.243, 0.171, 0.099], [0.150, 0.002, -0.019], [0.132, 0.728, -0.044], [0.081, 0.035, -0.045], [0.135, 0.048, -0.045]],
  "lowdin_charge": [1.738, -0.003, 0.106, 0.130, -0.011, 0.122, 0.117, 0.031, 0.136, 0.090, 0.029, 0.129, 0.126, 0.035, 0.112, 0.114]
}